# 1
ORCA calculation (ωB97M-V/def2-TZVPD) on a molecular structure, C44H44N7O2STeV.

## Properties
Lowest unoccupied orbital energy (spin up / spin down): -1.6644 / -1.6737 eV
HOMO (spin up / spin down): -6.95 / -6.95 eV
ΔE to the lowest compared entry with this formula, charge and spin: 0.0000 eV

Geometry as XYZ:
```
100
C44H44N7O2STeV | the OMol25 dataset | ωB97M-V/def2-TZVPD
V 0.13 0.57 -0.07
S -0.53 -1.63 -0.20
C -1.71 -0.90 0.87
N -2.30 -1.39 1.87
N -3.03 -0.55 2.65
C -3.67 -1.03 3.78
C -4.34 -0.13 4.62
C -4.98 -0.59 5.75
C -4.98 -1.94 6.07
C -4.32 -2.83 5.24
C -3.66 -2.39 4.10
N -1.76 0.43 0.35
N -1.22 1.46 1.07
C -1.60 2.72 0.53
C -2.95 3.03 0.35
C -3.30 4.27 -0.16
C -2.33 5.21 -0.48
C -0.99 4.90 -0.30
C -0.63 3.66 0.21
H -2.90 0.45 2.55
H -4.34 0.92 4.37
H -5.50 0.12 6.39
H -5.49 -2.29 6.96
H -4.31 -3.88 5.48
H -3.14 -3.08 3.45
H -3.70 2.29 0.59
H -4.35 4.51 -0.30
H -2.61 6.18 -0.87
H -0.22 5.62 -0.53
H 0.42 3.44 0.40
N 2.45 3.40 -6.12
C 1.22 3.38 -5.55
O 0.27 3.99 -6.00
C 1.08 2.58 -4.28
C 2.16 2.18 -3.50
C 1.92 1.50 -2.32
N 0.67 1.18 -1.95
C -0.37 1.51 -2.73
C -0.21 2.25 -3.88
H 2.54 3.87 -7.01
H 3.16 2.73 -5.88
H 3.18 2.44 -3.74
H 2.72 1.20 -1.65
H -1.35 1.21 -2.37
H -1.06 2.56 -4.47
C 4.38 -8.95 0.59
C 4.13 -7.47 0.59
C 3.72 -6.80 -0.55
C 3.47 -5.43 -0.56
C 3.02 -4.79 -1.84
C 3.64 -4.71 0.63
Te 3.15 -2.64 0.65
N 1.45 0.41 0.95
C 2.55 1.23 0.98
O 3.57 0.99 0.34
C 2.40 2.49 1.77
C 3.18 3.59 1.43
C 3.00 4.79 2.10
C 2.06 4.89 3.11
C 1.29 3.78 3.47
C 1.46 2.59 2.79
C 1.86 -2.74 2.34
C 0.82 -3.67 2.38
C 0.52 -4.64 1.26
C 0.03 -3.76 3.52
C 0.23 -2.93 4.62
C -0.64 -3.05 5.85
C 1.26 -2.01 4.55
C 2.08 -1.89 3.44
C 3.18 -0.86 3.51
C 4.09 -5.35 1.79
C 4.34 -4.63 3.09
C 4.31 -6.72 1.75
H 4.14 -9.39 -0.38
H 3.78 -9.46 1.35
H 5.43 -9.17 0.81
H 3.58 -7.36 -1.47
H 3.01 -5.51 -2.65
H 3.67 -3.96 -2.13
H 2.01 -4.37 -1.74
H 3.92 3.48 0.65
H 3.59 5.66 1.83
H 1.92 5.83 3.63
H 0.57 3.86 4.26
H 0.84 1.73 3.03
H 0.84 -4.26 0.30
H -0.56 -4.82 1.22
H 1.02 -5.60 1.43
H -0.77 -4.49 3.54
H -1.41 -3.80 5.72
H -1.13 -2.10 6.07
H -0.03 -3.32 6.72
H 1.44 -1.35 5.40
H 3.59 -0.82 4.52
H 2.79 0.13 3.28
H 3.99 -1.06 2.81
H 4.68 -3.61 2.92
H 5.09 -5.16 3.67
H 3.42 -4.57 3.69
H 4.65 -7.22 2.65
```

# 2
ORCA calculation (ωB97M-V/def2-TZVPD) on C3H5N3 in the gas phase.

## Properties
Lowest unoccupied orbital energy: 0.8405 eV
HOMO: -8.36 eV
ΔE to the lowest compared entry with this formula, charge and spin: 3.0920 eV

Geometry as XYZ:
```
11
C3H5N3 | the OMol25 dataset | ωB97M-V/def2-TZVPD
C 1.33 0.95 -0.16
N 0.09 0.17 -0.03
C -0.01 -1.18 0.03
C -1.32 -1.56 0.28
N -1.88 -0.32 0.32
N -1.08 0.75 0.14
H 1.19 1.74 -0.90
H 1.59 1.37 0.81
H 2.11 0.25 -0.49
H 0.82 -1.83 -0.20
H -2.87 -0.20 0.14
```